(1)
This record from the OMol25 dataset describes a 2-piece molecular cluster, C3H10NP overall. The level of theory is ωB97M-V/def2-TZVPD.

Geometry as XYZ:
```
15
Properties=species:S:1:pos:R:3:forces:R:3
C 1.206 0.893 -0.397 -2.075 0.994 0.347
C -1.327 1.655 -0.163 0.949 -1.503 0.842
C -0.286 0.637 -0.529 1.100 -1.608 -0.921
N 0.508 -2.807 0.297 0.799 1.400 -1.491
P -0.614 -1.952 1.284 -1.300 0.151 -0.117
H 1.374 1.826 -1.035 0.591 -1.111 1.148
H 1.266 1.026 0.706 0.914 0.642 -0.646
H 1.801 0.032 -0.668 0.230 0.096 -0.333
H -1.255 2.658 -0.601 -0.370 -0.504 -0.805
H -1.224 1.908 0.908 -0.258 -0.398 -0.083
H -2.160 0.967 -0.329 -1.051 1.491 0.100
H -0.558 -0.334 -1.046 -0.070 1.617 0.484
H -0.058 -3.112 -0.516 0.412 -0.136 0.762
H 1.235 -2.192 -0.163 -0.734 -0.940 0.965
H 0.092 -1.205 2.253 0.861 -0.189 -0.252
```
Forces are in eV/Å.

Summary:
net charge	0
E	-516.26719	Eh
energy above the lowest of the compared OMol25 structures with the same formula, charge and spin	374.7	kJ/mol



(2)
This record from the OMol25 dataset describes one molecule with the formula CH4N2O3. The level of theory is ωB97M-V/def2-TZVPD.

Geometry as XYZ:
```
10
Properties=species:S:1:pos:R:3:forces:R:3
C 0.078 0.065 -0.120 0.337 -0.601 1.619
N -0.595 -1.119 -0.303 0.464 1.045 -0.306
N -0.687 1.181 0.032 -0.201 0.095 -0.062
O 2.114 -0.307 0.072 0.121 0.362 -1.528
O 1.186 0.289 -0.949 1.083 -0.618 1.060
O 1.208 -0.168 1.138 -1.524 0.537 -0.894
H 0.025 -1.893 -0.499 -0.762 -0.165 0.169
H -1.590 -1.138 -0.141 0.423 -0.581 -0.097
H -1.571 1.075 0.505 0.100 0.070 0.023
H -0.169 2.016 0.264 -0.041 -0.143 0.014
```
Forces are in eV/Å.

Summary:
net charge	0
E	-375.52556	Eh
SMILES	NC1(N)OOO1
energy above the lowest of the compared OMol25 structures with the same formula, charge and spin	372.0	kJ/mol



(3)
This record from the OMol25 dataset describes a 2-piece molecular cluster, CH3F2OP overall. The level of theory is ωB97M-V/def2-TZVPD.

Geometry as XYZ:
```
8
Properties=species:S:1:pos:R:3:forces:R:3
C 0.013 0.071 0.183 -0.683 -2.925 0.426
O -0.334 0.673 1.426 -0.230 1.288 -0.819
F -1.631 -2.460 -0.092 0.294 0.394 0.229
F -0.800 1.330 3.620 0.339 -0.322 -0.038
P 0.168 0.361 2.834 -0.192 -0.077 1.034
H -0.924 -0.080 -0.375 0.732 0.686 -0.232
H 0.292 -0.954 0.424 -0.380 -0.600 0.031
H 0.946 0.363 -0.237 0.119 1.556 -0.631
```
Forces are in eV/Å.

Summary:
net charge	0
E	-656.09469	Eh
energy above the lowest of the compared OMol25 structures with the same formula, charge and spin	546.0	kJ/mol



(4)
This record from the OMol25 dataset describes C35H95HgN8O9 as an isolated structure. The level of theory is ωB97M-V/def2-TZVPD.

Geometry as XYZ:
```
148
Properties=species:S:1:pos:R:3:forces:R:3
Hg -1.397 0.107 -3.520 0.709 0.599 1.207
C 1.157 -0.209 0.049 -0.879 0.941 -0.307
C 0.147 0.956 -0.312 0.158 0.560 -0.056
C 0.661 2.392 0.110 0.627 -1.127 0.093
O -0.281 0.980 -1.638 -0.077 -0.151 -0.204
H 2.056 -0.146 -0.565 0.208 0.000 0.232
H 0.692 -1.183 -0.104 -0.269 -0.017 -0.584
H 1.350 -0.251 1.121 0.522 0.507 0.065
H -0.665 0.773 0.391 -0.780 -0.166 0.194
H 0.829 2.368 1.187 0.426 0.078 0.127
H 0.065 3.289 -0.055 -0.850 -0.494 -0.357
H 1.585 2.632 -0.417 0.352 -0.222 0.143
C 2.031 -0.594 4.023 -0.412 -0.450 0.206
C 3.009 -1.721 4.392 0.190 2.053 -0.954
C 2.647 -2.464 5.620 -1.458 -0.860 0.930
O 1.388 -3.127 5.449 0.713 -0.181 -1.412
C 0.984 -3.954 6.516 -0.471 1.065 -0.612
N 3.181 -2.559 3.199 -0.258 0.053 0.818
H 1.849 0.093 4.850 0.221 0.109 0.008
H 1.059 -1.032 3.797 -0.159 -0.120 -0.075
H 2.346 -0.058 3.128 0.215 0.035 0.191
H 3.953 -1.225 4.617 0.293 -0.048 -0.064
H 2.442 -1.846 6.495 0.854 0.506 0.144
H 3.451 -3.177 5.806 0.021 -0.288 0.384
H 1.684 -4.768 6.706 -0.077 -0.051 0.149
H 0.003 -4.283 6.173 0.077 -0.551 0.405
H 0.829 -3.284 7.361 0.121 -0.421 0.626
H 2.353 -3.134 3.257 -0.109 -0.512 -0.510
H 3.952 -3.180 3.395 0.249 -0.324 -0.199
C -3.843 2.520 -0.651 -1.016 -0.205 -0.234
C -3.928 1.675 -1.925 -1.433 0.399 -0.609
C -5.108 1.985 -2.898 0.494 -0.617 0.970
O -5.039 3.324 -3.299 -0.334 0.155 -0.700
C -5.928 3.636 -4.402 0.105 -0.512 0.871
N -2.694 1.893 -2.649 0.410 -0.038 0.255
H -3.879 3.588 -0.865 -0.067 -0.003 -0.117
H -2.911 2.321 -0.123 -0.049 -0.178 0.164
H -4.708 2.252 -0.044 0.184 0.253 0.325
H -3.989 0.623 -1.647 -0.099 -0.130 -0.058
H -6.059 1.702 -2.446 -0.353 0.444 0.405
H -5.043 1.278 -3.725 0.393 0.046 -0.542
H -5.622 3.150 -5.329 0.401 0.124 -0.076
H -5.981 4.720 -4.501 0.127 -0.208 -0.008
H -6.913 3.226 -4.181 -0.236 0.213 0.126
H -2.706 2.885 -2.839 0.112 0.352 -1.006
H -2.065 1.874 -1.859 1.648 -0.311 -0.085
C 3.967 5.554 0.164 -0.235 0.358 0.385
C 2.460 5.784 0.215 -0.493 -0.557 0.811
C 1.762 5.651 1.635 -0.701 1.320 -1.569
O 2.248 4.691 2.493 0.654 -1.492 0.721
C 1.337 4.327 3.534 -0.117 0.607 -0.003
N 1.996 7.020 -0.464 0.034 -0.881 0.216
H 4.149 4.509 0.418 0.400 0.117 0.135
H 4.502 6.242 0.818 0.015 -0.212 0.430
H 4.388 5.784 -0.815 -0.286 -0.298 -0.290
H 1.986 4.927 -0.264 0.132 0.157 -0.796
H 0.725 5.386 1.429 -0.333 0.217 -0.317
H 1.719 6.663 2.039 0.243 0.207 0.676
H 1.198 5.196 4.178 0.102 -0.064 0.384
H 1.643 3.450 4.104 0.825 0.288 -0.127
H 0.330 4.042 3.229 -0.149 0.180 -0.898
H 2.382 7.866 -0.070 0.120 0.014 0.580
H 2.418 6.991 -1.381 -0.200 -0.021 -0.377
C 0.047 -3.880 1.681 -0.033 -0.729 -0.505
C -1.388 -3.429 1.879 1.063 -0.771 0.155
C -2.016 -4.202 3.023 0.687 -0.341 0.228
O -2.082 -5.592 2.656 -0.472 1.752 -0.531
C -2.574 -6.480 3.605 -0.076 -0.794 0.902
N -1.379 -1.982 2.156 -0.254 -0.104 0.308
H 0.462 -3.435 0.776 0.195 0.388 0.110
H 0.083 -4.951 1.480 0.041 -0.122 0.296
H 0.648 -3.637 2.557 0.004 -0.036 -0.083
H -1.924 -3.760 0.989 -0.362 0.760 -0.308
H -2.944 -3.720 3.331 -0.631 -0.472 -0.198
H -1.339 -4.039 3.861 0.210 -0.365 0.499
H -2.846 -7.419 3.124 0.303 0.066 -0.256
H -3.473 -6.204 4.157 -0.197 0.712 -0.198
H -1.819 -6.686 4.363 0.198 -0.113 0.127
H -0.472 -1.601 1.928 0.241 0.024 -0.769
H -1.321 -1.850 3.156 -0.632 -0.078 0.527
C -4.806 -3.061 0.444 0.382 1.225 0.105
C -4.442 -1.530 0.284 -0.882 -1.907 -0.583
C -4.833 -0.709 1.502 0.865 -0.458 0.961
O -6.225 -0.534 1.726 1.278 1.086 -0.867
C -6.666 0.704 1.138 -1.385 -1.169 0.668
N -3.006 -1.448 -0.143 -1.452 0.925 0.912
H -4.249 -3.437 1.302 0.157 -0.156 -0.059
H -4.502 -3.599 -0.453 0.011 -0.083 0.036
H -5.854 -3.278 0.653 -0.053 0.381 -0.148
H -5.045 -1.112 -0.522 -0.092 -0.092 -0.418
H -4.284 0.231 1.445 -0.239 0.532 -0.052
H -4.429 -1.175 2.401 0.007 -0.275 0.119
H -6.687 0.629 0.051 0.049 0.127 -0.137
H -6.171 1.619 1.461 0.499 -0.278 0.210
H -7.683 0.739 1.530 -0.176 0.428 -0.456
H -2.456 -1.641 0.682 0.362 -0.992 0.564
H -2.836 -0.455 -0.062 0.293 0.897 -0.858
C 4.334 -2.521 -0.238 -0.035 0.296 0.461
C 5.264 -1.284 -0.097 -0.904 -1.641 1.206
C 5.124 -0.667 1.347 -0.200 -0.986 -1.806
O 5.803 0.548 1.395 -0.343 1.382 0.793
C 4.910 1.672 1.309 0.764 -0.267 -0.996
N 6.628 -1.707 -0.388 0.158 1.277 -0.793
H 4.600 -3.240 0.537 0.085 -0.146 0.027
H 4.380 -3.042 -1.194 0.405 0.250 -0.124
H 3.282 -2.295 -0.060 -0.062 0.295 0.118
H 4.950 -0.530 -0.819 0.245 0.138 -0.142
H 5.603 -1.367 2.031 -0.158 -0.014 0.247
H 4.059 -0.567 1.553 -0.024 0.033 0.393
H 4.171 1.792 2.102 0.205 -0.357 0.381
H 4.367 1.580 0.368 -0.325 0.127 -0.187
H 5.524 2.568 1.231 0.005 -0.071 0.217
H 7.101 -2.260 0.313 -0.545 -0.296 0.400
H 7.124 -0.828 -0.373 0.674 0.066 -0.253
C 0.166 3.078 -4.763 -0.003 0.837 0.518
C 1.213 2.021 -4.919 0.169 0.177 0.096
C 2.196 2.010 -3.737 0.652 1.058 0.946
O 3.253 3.020 -3.859 -1.325 -0.889 0.666
C 4.052 2.965 -2.677 1.040 -0.133 -0.519
N 0.468 0.737 -5.005 0.504 -0.560 -0.734
H -0.563 3.172 -5.568 0.228 -0.252 -0.311
H 0.644 4.050 -4.639 -0.147 0.057 0.156
H -0.388 2.811 -3.863 -0.038 0.325 0.265
H 1.774 2.170 -5.842 0.127 -0.057 -0.121
H 2.719 1.100 -3.442 -0.151 -0.761 -0.933
H 1.625 2.197 -2.828 -0.315 0.313 0.106
H 3.558 2.890 -1.708 -0.745 0.623 -0.152
H 4.761 3.791 -2.720 -0.383 0.231 0.156
H 4.697 2.086 -2.650 0.060 -0.501 -0.471
H 1.203 0.112 -5.306 0.211 -1.177 0.826
H -0.002 0.740 -5.899 -0.728 0.569 -0.294
C -2.049 -3.044 -4.823 -0.059 -0.430 1.832
C -2.111 -2.992 -3.247 2.326 0.278 -0.956
C -0.611 -3.006 -2.692 -0.757 0.449 -0.425
O 0.074 -1.812 -3.144 -0.295 -1.338 -0.126
C 1.479 -1.945 -2.979 0.280 -0.492 0.020
N -2.755 -1.713 -2.913 0.330 -0.600 -0.943
H -1.634 -3.986 -5.180 -0.016 0.116 -0.055
H -1.377 -2.216 -5.050 -0.045 -0.104 -0.529
H -3.040 -2.883 -5.247 0.083 0.002 -0.088
H -2.646 -3.785 -2.724 -0.010 -0.318 -0.410
H -0.087 -3.906 -3.014 -0.042 -0.014 -0.697
H -0.516 -3.095 -1.610 -0.523 0.496 0.339
H 1.701 -2.102 -1.923 0.237 0.422 0.009
H 2.015 -1.108 -3.426 -0.357 0.264 0.450
H 1.856 -2.825 -3.498 -0.204 -0.269 -0.209
H -2.857 -1.762 -1.909 -0.061 0.777 1.351
H -3.687 -1.830 -3.284 -0.354 0.605 -0.233
```
Forces are in eV/Å.

Summary:
net charge	+1
E	-2658.68241	Eh
energy above the lowest of the compared OMol25 structures with the same formula, charge and spin	372.9	kJ/mol



(5)
This record from the OMol25 dataset describes a 2-piece molecular cluster, C2H9NO2 overall. The level of theory is ωB97M-V/def2-TZVPD.

Geometry as XYZ:
```
14
Properties=species:S:1:pos:R:3:forces:R:3
C 2.527 -4.419 2.849 -0.717 -0.646 0.586
O 1.144 -4.212 3.163 0.371 -0.612 -0.062
H 2.720 -5.412 3.255 0.317 0.104 -0.082
H 3.139 -3.695 3.377 0.299 0.123 -0.152
H 2.727 -4.453 1.776 -0.006 0.233 -0.010
H 0.881 -3.366 2.834 -0.258 0.793 -0.274
N -1.944 2.274 -2.875 1.953 0.704 -0.776
C -1.359 3.427 -2.209 0.224 -0.494 1.421
O -0.745 3.304 -1.002 -0.376 -0.543 -0.334
H -1.835 2.428 -3.887 -1.202 0.110 -0.053
H -1.506 1.354 -2.753 -0.435 -0.105 0.873
H -1.998 4.297 -2.077 -0.652 0.024 -0.580
H -0.623 3.724 -2.978 0.454 0.291 -0.519
H -0.183 2.520 -0.904 0.027 0.017 -0.036
```
Forces are in eV/Å.

Summary:
net charge	+1
E	-286.43185	Eh
multiplicity	2
energy above the lowest of the compared OMol25 structures with the same formula, charge and spin	242.8	kJ/mol
expectation value of S²	0.7548